No. 1
{
  "formula": "C3H11N3O",
  "method": "wB97M-V/def2-TZVPD",
  "e_lumo_ha": 0.032,
  "energy_ev": -9806.57318,
  "smiles": "[H]/N=C/N.CNCO",
  "relative_energy_ev": 1.428,
  "gap_ev": 9.80,
  "homo_ev": -8.94,
  "species": ["H", "H", "H", "H", "N", "H", "N", "H", "H", "H", "C", "H", "N", "H", "C", "C", "H", "O"],
  "xyz": [[-0.96323, -0.19252, 0.53155], [0.09565, 0.12968, -3.01433], [2.38628, 0.13229, 0.02642], [-1.27136, 1.00700, -2.32978], [-0.92730, -0.85355, -1.48195], [1.56090, 0.75538, 2.73363], [2.62714, 0.27973, 0.99461], [-0.18352, -1.52044, -1.31606], [-2.41689, 0.11558, -0.41803], [0.24701, 0.95342, -1.44372], [-0.42255, 0.36590, -2.08566], [-2.51895, -2.29639, -0.46872], [0.97581, 1.88571, 1.08231], [0.30584, 2.29970, 1.72139], [1.67629, 1.01133, 1.67621], [-1.62486, -0.61951, -0.23500], [2.99456, -0.52044, 1.48098], [-2.11846, -1.82558, 0.27114]],
  "forces_ev_per_angstrom": [[-0.12, -0.12, 0.09], [-0.02, 0.00, -0.01], [0.28, 0.05, -0.08], [0.01, 0.02, -0.07], [-0.19, -0.17, 0.02], [0.24, 0.09, 0.00], [-0.30, 0.03, 0.35], [0.08, 0.05, 0.03], [-0.07, -0.04, -0.11], [-0.01, -0.07, 0.05], [0.01, 0.20, -0.10], [-0.06, 0.04, -0.02], [-0.13, -0.07, -0.02], [0.05, 0.08, 0.03], [-0.11, -0.13, -0.14], [0.44, 0.32, -0.05], [-0.04, -0.07, -0.13], [-0.07, -0.22, 0.17]]
}

No. 2
{
  "formula": "C6H7NO2",
  "method": "wB97M-V/def2-TZVPD",
  "e_lumo_ha": 0.017,
  "energy_ev": -11916.87141,
  "smiles": "COc1ccc[nH]c1=O",
  "relative_energy_ev": 3.560,
  "gap_ev": 8.89,
  "homo_ev": -8.42,
  "species": ["H", "O", "N", "O", "C", "H", "H", "H", "C", "H", "C", "H", "H", "C", "C", "C"],
  "xyz": [[3.47496, 0.43616, 0.26552], [-0.53263, 2.40231, -0.37848], [1.37600, 1.19784, 0.00810], [-1.67333, -0.60741, -0.62912], [-0.01629, 1.23001, -0.37060], [0.07451, -2.17878, -0.37057], [-2.33852, -0.46920, 1.33954], [2.67222, -1.73898, 0.21929], [-2.64016, -0.09440, 0.40827], [-3.48183, -0.85778, 0.17476], [0.42527, -1.24639, -0.20585], [-2.87201, 0.80238, 0.08699], [1.59267, 2.28072, 0.31466], [2.39369, 0.19321, 0.00065], [1.94520, -1.10040, -0.24708], [-0.39975, -0.24928, -0.61607]],
  "forces_ev_per_angstrom": [[-1.90, 0.03, -0.41], [0.62, -4.66, -0.13], [1.42, 3.79, 0.58], [-2.37, 0.09, -0.46], [1.88, 1.25, 0.03], [-1.36, -3.02, 0.22], [0.89, 0.81, 1.66], [-0.16, -1.36, -0.71], [0.13, -7.44, -2.71], [0.83, 1.70, 0.29], [5.31, 2.49, -2.30], [-1.17, 4.83, -0.27], [-0.24, -3.74, -1.16], [-2.14, 0.10, -0.29], [-1.44, 2.71, 2.38], [-0.30, 2.42, 3.28]]
}

No. 3
{
  "formula": "C4H13N2",
  "method": "wB97M-V/def2-TZVPD",
  "e_lumo_ha": -0.103,
  "energy_ev": -7332.55735,
  "smiles": "CC[NH2+]CCN",
  "relative_energy_ev": 0.930,
  "total_charge": 1,
  "gap_ev": 11.67,
  "homo_ev": -14.48,
  "species": ["H", "C", "H", "H", "H", "H", "C", "C", "H", "C", "H", "H", "H", "H", "H", "H", "H", "N", "N"],
  "xyz": [[1.84369, -0.83338, -1.12808], [-0.15257, 2.00390, 1.83412], [-0.20192, 1.95428, 2.92057], [0.81019, 2.49238, 1.62798], [-0.67750, -0.54422, -2.84231], [0.38576, -2.36654, -1.83838], [-0.13568, 0.56941, 1.32112], [0.98781, -0.89792, -0.45481], [-0.83506, -2.18774, -0.48925], [-0.15164, -1.69437, -1.18129], [-0.96483, 2.57608, 1.39591], [1.25709, -1.52827, 0.39649], [-1.95338, -0.98619, -1.85172], [1.11415, 1.16605, -0.08302], [-0.32240, 0.50025, -0.82074], [-1.10416, 0.07862, 1.30135], [0.62340, 0.04225, 1.89900], [-0.97661, -0.74269, -1.90163], [0.45368, 0.39812, -0.10533]],
  "forces_ev_per_angstrom": [[-0.08, 0.40, 0.16], [0.34, -0.33, -0.67], [-0.39, 0.11, -0.04], [-0.21, -0.01, -0.10], [-0.16, -0.14, -0.25], [-0.34, -0.62, 0.03], [0.97, -0.65, -0.35], [-0.28, -2.03, -0.15], [0.54, -0.32, 0.08], [0.31, 0.90, -0.17], [-0.02, 0.20, 0.22], [0.28, 0.60, 0.18], [-0.05, 0.07, -0.39], [0.38, -0.04, -0.93], [0.20, 0.34, -0.12], [0.04, -0.08, 0.34], [-0.54, -0.38, 0.32], [-0.17, 0.34, 0.22], [-0.79, 1.64, 1.63]]
}

No. 4
{
  "formula": "C3H4O2Zn",
  "method": "wB97M-V/def2-TZVPD",
  "e_lumo_ha": [-0.048, -0.042],
  "energy_ev": -55681.97465,
  "relative_energy_ev": 2.513,
  "gap_ev": [7.28, 7.44],
  "homo_ev": [-8.59, -8.56],
  "species": ["O", "H", "H", "C", "Zn", "O", "H", "H", "C", "C"],
  "xyz": [[-0.02911, 0.33745, 0.47201], [-0.75580, -2.42255, -2.83066], [0.85270, -0.48903, 2.13905], [-0.84457, 1.50866, 0.38288], [-1.02235, -0.57853, -0.92956], [-1.60069, 1.30968, -0.59182], [1.12906, 1.26903, 1.89633], [1.97503, 0.07827, 0.85847], [-0.75132, -1.30874, -2.79580], [1.04706, 0.29575, 1.39909]],
  "forces_ev_per_angstrom": [[0.51, -0.61, 0.49], [0.00, 0.37, -0.35], [0.09, 0.20, -0.14], [-0.65, 1.40, -0.43], [0.02, -0.19, -2.16], [0.14, -0.20, 1.00], [-0.12, -0.24, -0.18], [-0.22, 0.05, 0.12], [-0.17, -0.70, 1.20], [0.40, -0.09, 0.44]]
}

No. 5
{
  "formula": "C3H11N5",
  "method": "wB97M-V/def2-TZVPD",
  "e_lumo_ha": 0.030,
  "energy_ev": -10734.89159,
  "smiles": "[H]/N=N/N=C\\C.CNN",
  "relative_energy_ev": 5.052,
  "gap_ev": 9.66,
  "homo_ev": -8.84,
  "species": ["C", "N", "H", "C", "N", "H", "H", "C", "H", "H", "H", "N", "H", "H", "N", "N", "H", "H", "H"],
  "xyz": [[2.94407, 2.19914, 1.36156], [-2.29834, -2.25611, -0.57676], [4.17473, 0.49766, 2.18236], [3.36640, 0.78783, 1.50746], [-1.31522, -1.23351, -0.42633], [-2.69162, -1.90766, -1.38238], [0.91750, -0.77774, -1.28490], [-1.68826, 0.08554, -0.03447], [-1.66865, 0.48942, 1.06604], [-2.71535, 0.36102, -0.47016], [3.88215, 2.75380, 1.18213], [1.96750, -0.56018, 0.17102], [-0.88910, 0.80278, -0.48581], [-2.77288, -2.28490, 0.26704], [1.77835, -0.34316, -1.07363], [3.05562, -0.26468, 0.81195], [2.34913, 2.21524, 0.47003], [2.48458, 2.41720, 2.34070], [-0.57893, -1.53873, 0.15359]],
  "forces_ev_per_angstrom": [[0.50, -1.05, 0.69], [3.49, 0.36, 0.44], [0.08, 0.69, -0.03], [1.03, -2.77, -1.31], [0.85, -0.06, -0.12], [-2.46, 0.00, -1.71], [-1.56, -0.63, -0.21], [-0.23, 3.54, -0.05], [-0.33, -1.56, -1.31], [1.55, -0.34, 0.55], [-0.59, 0.10, 0.31], [-2.34, 0.50, -2.49], [-1.49, -0.98, 0.38], [-2.22, -0.21, 1.27], [2.92, 0.44, 2.45], [0.81, 1.22, 1.36], [-0.82, 0.69, -0.10], [-0.14, 0.81, -0.73], [0.95, -0.73, 0.59]]
}

No. 6
{
  "formula": "C4H8NO",
  "method": "wB97M-V/def2-TZVPD",
  "e_lumo_ha": -0.147,
  "energy_ev": -7805.10060,
  "smiles": "C[N+](C)=C1CO1",
  "relative_energy_ev": 3.002,
  "total_charge": 1,
  "gap_ev": 11.63,
  "homo_ev": -15.63,
  "species": ["H", "O", "C", "H", "C", "H", "H", "C", "H", "H", "C", "N", "H", "H"],
  "xyz": [[0.14142, 2.06808, 0.23004], [2.12726, 0.78114, -0.11163], [-0.67340, 1.47116, 0.04137], [-1.03945, 1.61406, -0.93320], [1.14938, -0.07217, 0.01074], [-1.43476, 1.55361, 0.91592], [-1.98135, -0.87490, 0.63893], [-1.09741, -1.00520, 0.03772], [3.28222, -0.82270, -0.93327], [2.91294, -0.88201, 0.99679], [2.71664, -0.52151, -0.03483], [-0.18156, 0.12521, 0.01594], [-1.35829, -0.99959, -1.00493], [-0.61915, -1.88758, 0.19570]],
  "forces_ev_per_angstrom": [[1.60, 1.82, 0.39], [-0.60, 1.43, 0.73], [-2.27, -1.04, 1.96], [-1.10, 0.90, -1.01], [-0.16, -0.38, -1.21], [1.12, 0.04, -1.84], [0.04, 0.34, 0.42], [-0.96, 2.13, -1.98], [-0.71, -0.12, 0.56], [0.74, 0.49, -0.97], [-3.23, -0.85, 0.94], [5.08, -1.79, 1.64], [-1.04, -0.58, -0.50], [1.49, -2.40, 0.88]]
}

No. 7
{
  "formula": "C5H9N3OS",
  "method": "wB97M-V/def2-TZVPD",
  "e_lumo_ha": 0.016,
  "energy_ev": -22678.46191,
  "relative_energy_ev": 4.683,
  "gap_ev": 8.26,
  "homo_ev": -7.81,
  "species": ["H", "O", "H", "C", "N", "C", "H", "H", "H", "H", "N", "C", "H", "C", "C", "S", "N", "H", "H"],
  "xyz": [[-4.47929, 0.13189, 0.34837], [1.36488, -2.74223, 0.90249], [2.33033, -0.48392, 1.00750], [-3.51833, -0.23819, 0.59976], [2.46884, 1.27935, -0.67904], [1.62369, 0.29061, -0.79301], [4.23783, 1.08274, -0.10357], [-2.93257, -0.69944, -1.46961], [2.65598, 1.99652, -1.33531], [-2.54220, 1.06240, -0.81352], [1.68930, -0.61892, 0.23017], [-1.27847, -0.33451, -0.18875], [3.76127, 2.43530, 0.57337], [1.04055, -1.78498, 0.27891], [-2.66919, -0.04479, -0.67903], [-0.50492, -1.80440, -0.67223], [3.44594, 1.49581, 0.38544], [-3.22567, 0.22825, 1.48940], [-3.46797, -1.25148, 0.91865]],
  "forces_ev_per_angstrom": [[-1.28, -0.21, 0.05], [0.44, -0.77, 0.62], [0.24, 0.06, -0.04], [0.10, -0.42, -1.36], [0.55, 1.38, 1.51], [-0.07, -0.17, -0.28], [0.54, -0.10, 0.86], [-1.00, 0.00, -1.08], [-1.00, 0.04, -1.31], [-0.77, -0.97, -0.77], [1.63, 2.00, 0.32], [1.42, -1.06, 0.12], [-0.97, 0.66, -0.36], [-1.77, -0.17, -0.71], [2.57, 0.86, 2.26], [-1.76, 0.93, -0.13], [0.76, -2.37, -0.34], [1.04, 1.50, 0.87], [-0.65, -1.18, -0.24]]
}

No. 8
{
  "formula": "C3H4O3Sc",
  "method": "wB97M-V/def2-TZVPD",
  "e_lumo_ha": [-0.040, -0.062],
  "energy_ev": -30013.81871,
  "relative_energy_ev": 2.478,
  "spin_multiplicity": 2,
  "gap_ev": [6.51, 7.14],
  "homo_ev": [-7.59, -8.82],
  "species": ["O", "H", "C", "H", "Sc", "H", "O", "C", "O", "H", "C"],
  "xyz": [[-2.91393, 0.86131, 0.36165], [0.66113, 0.59427, -1.29417], [-1.77002, 0.50782, 0.14891], [2.75678, -0.00879, -0.67586], [2.42792, 1.10929, 0.92128], [0.32727, -1.73686, -0.57862], [-0.71491, 1.28444, 0.15257], [0.57171, 0.40296, -0.21063], [-1.44959, -0.77538, -0.07077], [0.12059, -1.28811, 1.14230], [-0.01694, -0.95096, 0.10335]],
  "forces_ev_per_angstrom": [[1.25, -0.22, -0.42], [-0.01, -0.25, 0.47], [-1.95, 0.18, 0.60], [0.71, 0.57, 1.21], [-0.93, -1.25, -2.09], [-0.11, 0.21, 0.18], [2.02, -0.20, -0.10], [-1.20, 1.83, 0.77], [0.57, -0.82, -0.13], [0.11, 0.13, -0.21], [-0.46, -0.18, -0.28]]
}